1.
C31H57BGeN6Ni | ωB97M-V/def2-TZVPD

Properties
Spin multiplicity: 3
HOMO-LUMO gap (spin up / spin down) in Ha: 0.2886 / 0.2815
Highest occupied orbital energy (spin up / spin down) in eV: -7.22 / -7.09

Last column: Mulliken spin population.
Element x y z (Å)
Ni1 -0.79263 -0.38960 -0.71450  1.3631
C1 -1.60545 1.42840 -3.72461  0.0018
C2 -1.85501 2.57283 -2.74494  -0.0083
C3 -3.27595 2.52079 -2.18026  -0.0014
C4 -0.83331 2.64135 -1.64398  0.0110
C5 -0.15595 3.78860 -1.21684  0.0050
C6 0.69491 3.36805 -0.21338  -0.0012
C7 1.70359 4.17764 0.54755  -0.0018
C8 2.99807 4.28957 -0.26289  0.0002
C9 1.15510 5.56313 0.88561  -0.0001
N1 0.51251 2.04054 -0.05262  0.0064
N2 -0.43653 1.59935 -0.92448  0.0469
B1 1.34147 1.03987 0.78351  -0.0354
N3 2.00251 -0.03273 -0.15312  -0.0035
N4 1.16019 -0.72142 -0.97896  0.0693
C10 1.88015 -1.55364 -1.71230  -0.0033
C11 3.22362 -1.42683 -1.36041  0.0131
C12 3.26923 -0.46426 -0.36446  0.0061
C13 4.55787 -0.10023 0.34619  -0.0012
C14 5.12124 -1.36853 1.00376  -0.0002
C15 4.56177 1.02274 1.37506  -0.0002
C16 1.22857 -2.45569 -2.71549  0.0040
C17 1.72460 -2.15504 -4.12902  0.0016
C18 1.44106 -3.92504 -2.35255  0.0000
N5 0.43015 0.31115 1.79543  -0.0101
N6 -0.50055 -0.54607 1.30801  0.0560
C19 -1.00592 -1.22158 2.33484  0.0129
C20 -0.41053 -0.77435 3.51943  0.0063
C21 0.50132 0.19520 3.13498  0.0030
C22 1.40593 1.01692 4.00553  -0.0013
C23 2.30579 0.11944 4.85516  0.0002
C24 0.58525 1.96178 4.88505  0.0002
C25 -2.02609 -2.30953 2.14372  -0.0006
C26 -1.41373 -3.49066 1.38944  0.0106
C27 -2.61242 -2.76766 3.47371  -0.0001
H1 -2.36784 1.43515 -4.50646  -0.0018
H2 -1.66279 0.46281 -3.22130  -0.0009
H3 -0.62607 1.51718 -4.19809  0.0013
H4 -1.73702 3.51115 -3.29578  -0.0003
H5 -3.43680 1.57399 -1.66169  0.0021
H6 -4.01045 2.59713 -2.98417  -0.0005
H7 -3.45473 3.33370 -1.47508  0.0004
H8 -0.27126 4.78782 -1.60121  0.0009
H9 1.92485 3.66055 1.48219  -0.0001
H10 2.81721 4.85178 -1.18113  -0.0001
H11 3.37463 3.30649 -0.54854  0.0002
H12 3.77275 4.80635 0.30688  0.0000
H13 1.03304 6.16476 -0.01716  0.0000
H14 1.84409 6.09339 1.54461  0.0000
H15 0.18611 5.49910 1.38088  0.0001
H16 2.17557 1.63957 1.35980  0.0008
H17 4.06346 -1.96593 -1.76541  0.0012
H18 5.24941 0.19287 -0.45103  0.0001
H19 4.44347 -1.71797 1.78601  0.0002
H20 6.08940 -1.15895 1.46155  -0.0001
H21 5.24831 -2.17901 0.28862  0.0001
H22 3.93420 0.78351 2.23412  0.0002
H23 4.23398 1.97648 0.96875  -0.0001
H24 5.58407 1.14515 1.73790  0.0000
H25 0.15525 -2.24319 -2.67672  -0.0100
H26 2.79123 -2.37334 -4.21573  0.0000
H27 1.57419 -1.10601 -4.38559  -0.0001
H28 1.19636 -2.76775 -4.86115  0.0000
H29 2.50125 -4.18294 -2.39865  -0.0001
H30 0.90698 -4.57333 -3.04909  -0.0001
H31 1.08826 -4.13837 -1.34270  -0.0001
H32 -0.61140 -1.11392 4.52065  0.0010
H33 2.03771 1.62420 3.35653  -0.0002
H34 1.71181 -0.48166 5.54619  -0.0002
H35 3.00006 0.72091 5.44423  0.0000
H36 2.88458 -0.56595 4.23410  0.0002
H37 -0.07884 1.39764 5.54259  -0.0001
H38 -0.03204 2.62736 4.28022  0.0001
H39 1.24062 2.57209 5.50896  0.0000
H40 -2.83190 -1.90065 1.52640  -0.0041
H41 -0.59883 -3.93161 1.96917  -0.0002
H42 -1.01509 -3.17943 0.42394  -0.0052
H43 -2.16668 -4.26146 1.21480  -0.0040
H44 -1.84052 -3.20306 4.11213  -0.0001
H45 -3.37198 -3.53227 3.30686  0.0006
H46 -3.07565 -1.94288 4.01695  -0.0004
C28 -4.83492 -3.41508 -0.88592  0.0189
Ge1 -4.28148 -1.79381 -1.84637  -0.0047
C29 -5.62260 -0.40448 -1.52418  0.0093
C30 -4.17689 -2.22394 -3.75173  0.0137
C31 -2.58411 -1.16805 -1.23443  0.5487
H47 -5.75855 -3.81503 -1.30858  -0.0004
H48 -5.00833 -3.20062 0.16971  -0.0011
H49 -4.06337 -4.18257 -0.95705  0.0000
H50 -6.62720 -0.82800 -1.54999  0.0004
H51 -5.56155 0.38418 -2.27392  -0.0013
H52 -5.46938 0.04709 -0.54262  -0.0013
H53 -5.15503 -2.51818 -4.13449  0.0007
H54 -3.48651 -3.05241 -3.91779  -0.0011
H55 -3.82306 -1.36376 -4.32008  -0.0026
H56 -1.69809 -1.73314 -1.58325  -0.0924
H57 -2.60278 -0.44810 -0.39982  -0.0169

2.
C5H11NO | ωB97M-V/def2-TZVPD

Properties
Spin multiplicity: 1
HOMO-LUMO gap (spin up / spin down) in Ha: 0.3059 / 0.3059
Highest occupied orbital energy (spin up / spin down) in eV: -7.85 / -7.85

Last column: Löwdin charge in e.
Element x y z (Å)
C1 0.46354 0.51805 -0.92463  -0.1571
C2 -0.93570 -0.95422 0.12655  -0.1902
C3 0.18996 1.68956 -0.14643  -0.1257
C4 1.70620 -0.27181 -0.74075  -0.0897
N1 -0.22713 -1.47626 1.26416  -0.0259
C5 -1.21909 1.02130 0.35992  -0.4189
O1 -2.26511 1.32914 -0.21563  -0.0615
H1 -0.08001 0.43290 -1.85867  0.1336
H2 -0.69769 -1.27886 2.13863  0.0710
H3 -0.04533 -2.47155 1.20754  0.0738
H4 -0.66301 -1.50780 -0.76948  0.0838
H5 -2.02568 -1.02143 0.16317  0.0939
H6 -1.07582 0.92436 1.44488  0.1340
H7 0.87615 1.86912 0.67927  0.1129
H8 -0.09958 2.58887 -0.68004  0.1158
H9 2.57219 0.34131 -1.01380  0.0935
H10 1.71559 -1.17827 -1.34631  0.0803
H11 1.81054 -0.55441 0.31162  0.0765

3.
C22H15ClFN3O3S | ωB97M-V/def2-TZVPD

Properties
Spin multiplicity: 1
HOMO-LUMO gap in Ha: 0.3064
Highest occupied orbital energy in eV: -8.28

Last column: Löwdin charge in e.
Element x y z (Å)
C1 -5.27707 -4.78455 1.00771  0.0045
O1 -3.84528 -4.64677 1.33057  -0.0442
C2 -2.93090 -5.63049 1.24164  -0.4619
O2 -3.22483 -6.75724 0.87562  0.0930
C3 -1.55881 -5.32099 1.55551  -0.1503
C4 -0.60941 -6.29643 1.64207  -0.0083
N1 0.71858 -5.97059 1.81126  0.1250
C5 1.02397 -4.67523 1.89843  -0.4200
N2 2.28807 -4.66823 2.31271  0.1290
C6 0.19804 -3.66351 1.64958  -0.1742
C7 0.58950 -2.21565 1.49471  -0.4269
C8 0.16662 -1.22916 0.57299  -0.0175
C9 0.87685 0.07475 0.76176  -0.2568
C10 0.75899 1.14264 -0.10796  0.0445
C11 1.59692 2.23450 -0.01460  -0.2218
N3 1.52444 3.37009 -0.81791  0.1434
C12 0.85787 3.58884 -1.96558  -0.3948
O3 0.60972 2.65624 -2.74745  0.0676
C13 0.57492 4.97114 -2.37960  -0.1896
C14 -0.44737 5.14898 -3.24599  -0.0404
C15 -0.73370 6.38750 -3.77341  0.0157
C16 0.11751 7.48652 -3.47156  -0.2528
F1 -0.08175 8.70398 -3.99904  0.0620
C17 1.22353 7.29387 -2.57664  -0.5006
Cl1 2.28096 8.63493 -2.07726  0.6524
C18 1.44799 5.95553 -2.12806  -0.0390
C19 2.53572 2.30626 0.99180  -0.0194
C20 2.81200 1.16062 1.79828  -0.0250
C21 1.90744 0.03578 1.65966  -0.4297
S1 1.91052 -1.57853 2.43282  1.0553
C22 -1.13859 -4.00874 1.55865  0.0606
H1 -5.87952 -4.88175 1.86061  0.0693
H2 -5.51593 -3.79548 0.56668  0.0993
H3 -5.45661 -5.53356 0.25997  0.0827
H4 -0.85480 -7.34364 1.60183  0.1249
H5 2.70442 -5.56585 2.39827  0.0989
H6 2.79301 -3.79354 2.03169  0.0679
H7 -0.56162 -1.49700 -0.22511  0.1295
H8 0.07657 1.16822 -0.84081  0.0815
H9 1.80721 4.18580 -0.36543  0.1111
H10 -0.96950 4.19396 -3.61131  0.1585
H11 -1.54286 6.25551 -4.53664  0.1375
H12 2.25223 5.74222 -1.54063  0.0844
H13 3.20376 3.13404 1.04616  0.1038
H14 3.61719 1.16731 2.57669  0.1180
H15 -1.84604 -3.14233 1.48732  0.1528

4.
C21H15AsBr3IrN3O6S | ωB97M-V/def2-TZVPD

Properties
Charge: +1
Spin multiplicity: 1
HOMO-LUMO gap in Ha: 0.2818
Highest occupied orbital energy in eV: -11.75

Last column: Löwdin charge in e.
Element x y z (Å)
Ir1 0.18767 0.18534 -0.06310  1.3894
O1 -0.55509 1.76328 4.15837  -0.2209
As1 0.36703 1.88924 2.66851  0.9176
O2 -0.15660 3.20034 1.87162  -0.4056
O3 0.04902 0.34410 1.95940  -0.5768
C1 2.18682 1.96927 3.26346  -0.1989
C2 2.49346 2.90378 4.24950  -0.0662
C3 3.79504 3.04211 4.70450  -0.0594
C4 4.80358 2.24594 4.17833  -0.0502
C5 4.51449 1.30834 3.19883  0.0003
C6 3.21102 1.18633 2.75228  -0.3233
S1 2.88972 0.53293 0.23912  0.8971
O4 2.92066 0.17911 1.82807  -0.2776
O5 1.75632 1.56715 0.09683  -0.5682
O6 2.16954 -0.72025 -0.22592  -0.5111
H1 -0.42266 0.90884 4.58694  0.0526
H2 1.70449 3.52137 4.66001  0.1169
H3 4.02225 3.76878 5.47215  0.1127
H4 5.81937 2.34768 4.53562  0.1144
H5 5.27990 0.66466 2.78694  0.1268
Br1 -0.35146 -0.88397 -6.62654  0.8574
C7 -0.13573 -0.57281 -4.79684  -0.6614
C8 0.77446 0.36957 -4.34471  -0.0577
C9 0.89032 0.57159 -2.98331  -0.0738
N1 0.15611 -0.10639 -2.10050  -0.0487
C10 -0.71801 -1.03557 -2.53610  -0.1617
C11 -0.89209 -1.29295 -3.88180  -0.0269
C12 -1.43299 -1.75619 -1.45552  -0.1594
C13 -2.30295 -2.80926 -1.65935  -0.0270
C14 -2.85317 -3.43906 -0.55053  -0.6614
Br2 -4.03253 -4.86804 -0.78949  0.8581
C15 -2.51315 -3.01122 0.72414  -0.0565
C16 -1.64069 -1.94907 0.85442  -0.0709
N2 -1.12722 -1.33175 -0.21415  -0.0588
H6 1.38281 0.93904 -5.03165  0.1207
H7 1.58659 1.29057 -2.57141  0.1222
H8 -1.59480 -2.03674 -4.22483  0.1135
H9 -2.54698 -3.15049 -2.65370  0.1135
H10 -2.91291 -3.49341 1.60395  0.1208
H11 -1.32372 -1.55671 1.81345  0.1186
Br3 -4.22919 5.08189 0.31311  0.8433
C17 -3.07470 3.62746 0.10751  -0.6710
C18 -3.30616 2.44873 0.79823  -0.0690
C19 -2.41393 1.41397 0.64545  -0.1015
N3 -1.34771 1.49132 -0.16818  -0.1136
C20 -1.12288 2.64558 -0.81272  -0.1044
C21 -1.96967 3.72486 -0.71962  -0.0746
H12 -4.14420 2.34500 1.47086  0.1193
H13 -2.53275 0.49540 1.19776  0.1074
H14 -0.21719 2.70277 -1.40058  0.1139
H15 -1.74129 4.63642 -1.25062  0.1201

5.
C47H60BCsN5O5 | ωB97M-V/def2-TZVPD

Properties
Charge: -1
Spin multiplicity: 1
HOMO-LUMO gap in Ha: 0.1596
Highest occupied orbital energy in eV: -2.69

Last column: Löwdin charge in e.
Element x y z (Å)
Cs1 -0.21279 1.29470 1.07439  1.0494
C1 2.24687 0.06687 4.40222  -0.0314
C2 2.95932 0.89966 3.37037  -0.2703
C3 2.79890 2.28028 3.32720  -0.0334
C4 3.43499 3.05236 2.36282  -0.2760
C5 3.25216 4.54715 2.33320  -0.0497
C6 4.26890 2.42374 1.44614  -0.0186
C7 4.47103 1.04930 1.48048  -0.2594
C8 5.44122 0.38942 0.53930  -0.0474
C9 3.78701 0.29544 2.42941  0.0029
H1 1.38174 0.58990 4.80652  0.0766
H2 2.91744 -0.17969 5.22855  0.0826
H3 1.89712 -0.86972 3.96812  0.0679
H4 2.14748 2.76100 4.04953  0.1201
H5 4.09247 5.05441 2.81166  0.0802
H6 2.34301 4.84232 2.85636  0.0741
H7 3.19424 4.91681 1.30890  0.0577
H8 4.77456 3.01666 0.69031  0.1163
H9 6.41709 0.27350 1.01683  0.0831
H10 5.57987 0.97906 -0.36731  0.0783
H11 5.09562 -0.60256 0.25626  0.0510
H12 3.89592 -0.78431 2.43131  0.1169
O1 -1.19523 1.46494 -1.90402  -0.1525
C10 -1.97950 2.62722 -2.02026  -0.2121
C11 -1.06679 3.82702 -1.99390  -0.2536
C12 -1.25287 4.88282 -2.88090  -0.0208
C13 -0.41668 5.98411 -2.80303  -0.0734
C14 0.58799 5.99535 -1.84855  -0.0699
C15 0.70161 4.89396 -1.01237  -0.1324
N1 -0.10155 3.83683 -1.07261  0.0928
H13 -1.76432 0.68020 -1.90461  0.0520
H14 -2.68893 2.71858 -1.18292  0.1278
H15 -2.56480 2.63146 -2.94752  0.1150
H16 -2.03658 4.82939 -3.62542  0.1105
H17 -0.54161 6.81711 -3.48410  0.1031
H18 1.27073 6.82874 -1.75367  0.0983
H19 1.47525 4.85863 -0.25189  0.0924
C16 -1.79775 5.73162 2.58310  -0.0045
C17 -2.28914 4.45541 3.17295  -0.3748
N2 -1.82655 3.25996 2.88612  0.1067
C18 -2.55814 2.37179 3.64349  -0.1315
C19 -3.49179 3.05634 4.37740  -0.0892
N3 -3.29610 4.37904 4.07330  0.1623
C20 -4.58183 2.70448 5.32600  -0.5109
O2 -4.80560 1.43428 5.51963  0.1050
O3 -5.20464 3.60772 5.86082  0.0538
C21 -2.28284 0.88977 3.64250  -0.6125
O4 -3.16897 0.16899 4.17550  0.0157
O5 -1.21779 0.50997 3.12879  -0.3825
H20 -1.10318 5.49706 1.77933  0.0681
H21 -1.27808 6.33846 3.32707  0.0779
H22 -2.61740 6.32511 2.17544  0.0777
H23 -3.84915 5.11306 4.48809  0.1627
H24 -4.14212 0.84508 4.94343  0.0472
C22 -3.82401 -3.21646 -0.52929  -0.0506
C23 -3.97502 -1.72699 -0.83988  -0.3538
C24 -3.44180 -0.88233 0.31813  -0.0612
C25 -3.38782 -1.28425 -2.17097  -0.1294
C26 -4.19271 -0.47867 -2.97679  -0.0492
C27 -3.76067 -0.01466 -4.20828  -0.0938
C28 -2.49036 -0.34327 -4.64719  -0.0478
C29 -1.64191 -1.11869 -3.86430  -0.1288
C30 -0.23223 -1.38555 -4.35060  -0.3628
C31 0.51325 -0.07716 -4.61526  -0.0557
C32 -0.22849 -2.28286 -5.58850  -0.0570
C33 -2.09262 -1.60085 -2.62136  -0.1422
N4 -1.21127 -2.37856 -1.82965  -0.0233
B1 -0.27269 -1.85773 -0.80033  -0.3325
N5 0.51868 -3.10198 -0.60177  0.0055
C34 0.08669 -4.14023 -1.43198  -0.1382
C35 -0.94217 -3.70699 -2.17802  -0.1120
C36 1.67072 -3.28395 0.21666  -0.1089
C37 2.95215 -3.02177 -0.30117  -0.1128
C38 4.06555 -3.30902 0.48838  -0.0686
C39 3.94050 -3.80277 1.77367  -0.1006
C40 2.67450 -4.02134 2.28233  -0.0504
C41 1.52830 -3.77969 1.52554  -0.1124
C42 0.20019 -4.05715 2.21658  -0.3560
C43 -0.58206 -2.78644 2.53617  -0.0499
C44 -0.68077 -5.09139 1.51467  -0.0564
C45 3.24805 -2.44559 -1.68169  -0.3515
C46 2.74432 -3.31371 -2.83629  -0.0544
C47 2.82314 -0.98979 -1.86252  -0.0540
H25 -4.50246 -3.48682 0.28224  0.0794
H26 -2.81091 -3.45484 -0.21804  0.0550
H27 -4.06595 -3.83314 -1.39725  0.0816
H28 -5.05019 -1.52888 -0.92794  0.1210
H29 -2.36671 -1.04927 0.42086  0.0156
H30 -3.92704 -1.15644 1.25694  0.0878
H31 -3.61969 0.18397 0.14608  0.0788
H32 -5.18836 -0.22886 -2.62747  0.1073
H33 -4.41227 0.59705 -4.82035  0.0957
H34 -2.14134 0.02672 -5.60410  0.1063
H35 0.29563 -1.90955 -3.55453  0.0965
H36 0.06654 0.47434 -5.44714  0.0707
H37 1.55407 -0.28264 -4.87244  0.0712
H38 0.49267 0.55952 -3.73117  0.0740
H39 -0.71805 -1.79152 -6.43348  0.0715
H40 -0.75132 -3.22013 -5.39412  0.0748
H41 0.79562 -2.51959 -5.88382  0.0736
H42 0.53643 -5.12068 -1.41976  0.1220
H43 -1.51678 -4.25055 -2.91098  0.1142
H44 5.05410 -3.13217 0.07959  0.1011
H45 4.81921 -4.01136 2.37141  0.0956
H46 2.55944 -4.39738 3.29247  0.1045
H47 0.48239 -4.50183 3.17832  0.1164
H48 -0.92539 -2.29833 1.62511  0.0326
H49 0.02481 -2.05836 3.07445  0.0639
H50 -1.44558 -3.02025 3.16174  0.0887
H51 -1.13360 -4.68670 0.61318  0.0468
H52 -1.48581 -5.39622 2.18706  0.0774
H53 -0.11136 -5.98184 1.24036  0.0793
H54 4.34337 -2.45370 -1.74591  0.1154
H55 1.65744 -3.29229 -2.91218  0.0445
H56 3.05545 -4.35279 -2.71327  0.0826
H57 3.15817 -2.94342 -3.77753  0.0763
H58 1.74466 -0.85759 -1.76207  0.0300
H59 3.14402 -0.63652 -2.84586  0.0749
H60 3.27957 -0.34887 -1.10645  0.0627